Record 1
Molecular formula: C3H3NS
Method: DFT, ωB97M-V/def2-TZVPD

Multiplicity = 1
Strongest force on any atom = 1.80 eV/A
HOMO energy (alpha / beta) = -0.3670 / -0.2705 Eh
Orbital gap (alpha / beta) = 9.054 / 6.057 eV
Energy relative to the best compared isomer or geometry (same formula, charge and spin) = 5.130 eV

Geometry (Å):
C1 1.24 0.38 -2.08
C2 0.22 1.06 -2.00
C3 -0.94 1.58 -1.67
N1 -1.59 -0.04 1.34
S1 -2.44 2.02 -1.71
H1 2.22 -0.01 -2.06
H2 -1.21 -0.81 1.94
H3 -1.94 -0.33 0.43

=====

Record 2
Molecular formula: C19H35Cl14FO12
Method: DFT, ωB97M-V/def2-TZVPD

Multiplicity = 1
Strongest force on any atom = 11.83 eV/A
HOMO energy = -0.3161 Eh
Orbital gap = 8.436 eV

Geometry (Å):
C1 -3.38 1.53 5.20
O1 -2.91 0.23 4.89
C2 -2.81 -0.23 3.67
O2 -3.04 0.45 2.71
O3 -2.30 -1.48 3.69
C3 -1.98 -2.21 2.53
H1 -3.43 1.65 6.29
H2 -4.41 1.73 4.89
H3 -2.82 2.38 4.81
H4 -1.58 -3.21 2.73
H5 -1.38 -1.65 1.83
H6 -2.87 -2.39 1.93
C4 1.31 1.98 0.57
O4 0.73 3.23 0.59
C5 1.30 4.24 -0.04
O5 2.46 4.22 -0.50
O6 0.40 5.26 -0.12
C6 0.72 6.43 -0.72
H7 0.66 1.35 1.17
H8 2.34 2.04 0.94
H9 1.25 1.61 -0.45
H10 -0.14 7.09 -0.82
H11 1.11 6.24 -1.72
H12 1.47 6.92 -0.10
C7 4.40 -2.04 -3.48
O7 4.24 -0.66 -3.45
C8 3.41 -0.07 -2.69
O8 2.71 -0.64 -1.84
O9 3.55 1.25 -2.93
C9 2.93 2.14 -2.06
H13 5.33 -2.32 -3.97
H14 3.55 -2.53 -3.95
H15 4.38 -2.46 -2.47
H16 3.28 2.00 -1.04
H17 1.86 1.98 -1.92
H18 3.12 3.17 -2.36
C10 0.21 -1.80 -0.19
C11 1.05 -0.63 -0.67
O10 0.56 0.39 0.17
C12 -0.59 0.16 0.70
O11 -1.36 1.03 1.10
O12 -0.89 -1.12 0.50
F1 0.66 -0.33 -1.91
H19 0.78 -2.50 0.43
H20 -0.15 -2.40 -1.03
H21 2.14 -0.70 -0.66
C13 -3.12 2.40 1.35
Cl1 -4.89 2.25 1.09
Cl2 -2.25 3.61 0.48
H22 -3.02 2.56 2.42
H23 -2.53 1.55 1.00
C14 -1.00 0.87 -2.75
Cl3 -2.68 1.02 -3.32
Cl4 -0.60 2.06 -1.52
H24 -0.87 -0.13 -2.33
H25 -0.45 1.07 -3.67
C15 0.61 -4.85 2.16
Cl5 0.94 -3.99 0.56
Cl6 -0.07 -3.76 3.38
H26 -0.08 -5.67 1.96
H27 1.52 -5.26 2.58
C16 -3.56 -0.53 0.48
Cl7 -2.82 -0.93 -1.09
Cl8 -4.72 -1.77 0.92
H28 -2.75 -0.48 1.21
H29 -4.08 0.42 0.40
C17 3.12 -0.15 2.07
Cl9 3.17 0.72 0.50
Cl10 2.11 -1.58 1.88
H30 4.13 -0.48 2.32
H31 2.69 0.51 2.83
C18 -1.92 -3.72 -1.33
Cl11 -1.90 -3.40 0.46
Cl12 -3.02 -5.03 -1.71
H32 -2.32 -2.90 -1.93
H33 -0.90 -4.02 -1.57
C19 1.22 -2.01 -3.76
Cl13 -0.38 -2.91 -3.47
Cl14 1.01 -0.64 -4.96
H34 1.54 -1.51 -2.84
H35 2.03 -2.68 -4.06

=====

Record 3
Molecular formula: C12H9BrF17N2O8S2
Method: DFT, ωB97M-V/def2-TZVPD

Multiplicity = 1
Strongest force on any atom = 2.16 eV/A
HOMO energy = -0.2386 Eh
Orbital gap = 8.212 eV
Total charge = -1

Geometry (Å):
O1 -0.43 -3.74 -0.98
C1 -0.12 -4.64 -0.25
F1 -0.98 -5.57 0.06
N1 1.10 -4.78 0.42
C2 2.17 -5.39 -0.36
O2 2.99 -4.71 -0.87
S1 2.16 -7.25 -0.38
O3 3.31 -7.70 0.32
O4 0.94 -7.58 0.29
N2 2.06 -7.86 -1.89
S2 2.73 -7.02 -3.08
O5 2.63 -7.81 -4.26
O6 4.03 -6.51 -2.83
Br1 1.33 -5.30 -3.49
H1 1.44 -3.87 0.69
C3 -1.44 1.47 -1.81
C4 0.08 1.68 -1.62
C5 0.89 2.17 -2.82
F2 0.86 1.32 -3.86
F3 2.19 2.30 -2.45
F4 0.62 0.56 -1.11
F5 0.21 2.65 -0.67
O7 -1.94 0.16 -2.04
C6 -2.01 -0.40 -3.30
C7 -1.11 -1.62 -3.45
F6 0.17 -1.33 -3.18
F7 -1.17 -2.08 -4.73
F8 -1.79 0.53 -4.26
F9 -3.28 -0.82 -3.46
H2 -1.87 1.73 -0.84
H3 -1.86 2.19 -2.51
H4 0.53 3.15 -3.15
H5 -1.43 -2.42 -2.77
C8 -0.12 3.51 2.62
C9 -0.09 4.99 2.18
C10 0.69 5.98 3.05
F10 0.19 6.08 4.29
F11 0.60 7.22 2.49
F12 -1.35 5.42 1.97
F13 0.53 5.00 0.97
O8 -1.27 3.02 3.31
C11 -1.41 3.11 4.68
C12 -2.60 3.99 5.08
F14 -2.49 5.23 4.56
F15 -2.64 4.11 6.42
F16 -0.27 3.50 5.27
F17 -1.68 1.87 5.13
H6 -0.14 2.95 1.68
H7 0.80 3.21 3.11
H8 1.74 5.70 3.10
H9 -3.53 3.55 4.72

=====

Record 4
Molecular formula: C4H13N2S
Method: DFT, ωB97M-V/def2-TZVPD

Multiplicity = 2
Strongest force on any atom = 3.55 eV/A
HOMO energy (alpha / beta) = -0.1254 / -0.3338 Eh
<S²> = 0.751
Orbital gap (alpha / beta) = 4.089 / 9.592 eV
Energy relative to the best compared isomer or geometry (same formula, charge and spin) = 2.807 eV

Geometry (Å):
N1 0.38 1.02 1.10
C1 -0.43 0.01 0.36
C2 0.45 -0.88 -0.49
C3 1.81 -1.43 -0.02
S1 3.25 -0.36 0.01
C4 -1.55 0.63 -0.58
N2 -2.85 0.65 0.09
H1 1.03 0.49 1.70
H2 -0.09 1.84 1.61
H3 0.95 1.45 0.35
H4 -0.95 -0.65 1.05
H5 0.62 -0.47 -1.49
H6 -0.11 -1.80 -0.70
H7 2.00 -2.33 -0.58
H8 1.82 -1.74 1.03
H9 2.78 0.82 -0.48
H10 -1.13 1.64 -0.79
H11 -1.37 0.12 -1.54
H12 -3.26 -0.27 -0.09
H13 -3.36 1.26 -0.55

=====

Record 5
Molecular formula: C18H38Br10F3GaOPS
Method: DFT, ωB97M-V/def2-TZVPD

Multiplicity = 1
Strongest force on any atom = 1.12 eV/A
HOMO energy = -0.1485 Eh
Orbital gap = 5.927 eV
Total charge = -1

Geometry (Å):
C1 -2.62 -0.74 2.90
C2 -3.02 0.60 2.29
S1 -1.92 1.97 2.68
C3 -0.43 1.45 1.78
Ga1 0.54 3.02 0.91
C4 1.05 2.59 -1.03
O1 1.40 1.18 -1.22
C5 1.52 0.72 -2.46
F1 2.27 -0.44 -2.46
F2 0.34 0.38 -3.05
F3 2.14 1.57 -3.35
P1 2.47 3.64 2.16
C6 3.44 4.50 0.82
C7 3.49 2.10 2.30
C8 4.93 2.38 2.76
H1 -1.56 -0.94 2.70
H2 -3.22 -1.56 2.47
H3 -2.77 -0.71 3.99
H4 -4.00 0.91 2.66
H5 -3.11 0.48 1.20
H6 0.24 0.95 2.50
H7 -0.72 0.70 1.04
H8 -0.39 4.32 0.85
H9 1.92 3.19 -1.34
H10 0.22 2.84 -1.70
H11 2.73 5.10 0.23
H12 4.20 5.17 1.23
H13 3.91 3.79 0.13
H14 3.50 1.52 1.37
H15 2.99 1.48 3.07
H16 4.96 2.64 3.83
H17 5.59 1.51 2.60
H18 5.37 3.22 2.21
Br1 -6.83 -0.88 1.90
C9 -7.41 0.84 2.60
C10 -7.98 1.73 1.53
Br2 -6.62 2.46 0.35
H19 -6.55 1.28 3.10
H20 -8.18 0.62 3.34
H21 -8.48 2.58 1.98
H22 -8.68 1.19 0.89
Br3 6.53 -0.25 -7.01
C11 5.30 -0.12 -5.51
C12 4.17 0.83 -5.77
Br4 4.72 2.69 -5.69
H23 5.90 0.19 -4.65
H24 4.92 -1.12 -5.35
H25 3.41 0.72 -5.01
H26 3.73 0.68 -6.75
Br5 -3.57 -0.50 -1.31
C13 -4.40 -1.81 -2.49
C14 -5.79 -2.17 -2.04
Br6 -5.80 -3.35 -0.50
H27 -3.74 -2.67 -2.52
H28 -4.44 -1.34 -3.47
H29 -6.33 -2.70 -2.82
H30 -6.35 -1.28 -1.75
Br7 -4.66 -5.48 2.51
C15 -3.08 -6.24 3.37
C16 -1.84 -5.44 3.10
Br8 -1.21 -5.67 1.28
H31 -3.00 -7.26 3.01
H32 -3.30 -6.25 4.44
H33 -1.03 -5.77 3.75
H34 -2.00 -4.38 3.24
Br9 7.54 -2.18 -2.73
C17 6.30 -1.94 -1.25
C18 5.26 -0.90 -1.54
Br10 5.98 0.90 -1.50
H35 6.91 -1.68 -0.39
H36 5.84 -2.91 -1.09
H37 4.47 -0.93 -0.79
H38 4.82 -1.03 -2.53

=====

Record 6
Molecular formula: C28H44Br10O10S2
Method: DFT, ωB97M-V/def2-TZVPD

Multiplicity = 1
Strongest force on any atom = 19.04 eV/A
HOMO energy = -0.2120 Eh
Orbital gap = 3.378 eV
Energy relative to the best compared isomer or geometry (same formula, charge and spin) = 90.050 eV

Geometry (Å):
Br1 -0.34 -1.40 -26.00
C1 -1.65 -2.84 -26.28
C2 -1.51 -3.33 -27.68
Br2 0.00 -4.67 -27.74
H1 -2.66 -2.48 -26.09
H2 -1.49 -3.72 -25.65
H3 -1.31 -2.51 -28.37
H4 -2.38 -3.89 -28.00
Br3 -2.52 -7.81 -28.64
C3 -2.18 -5.81 -28.54
C4 -2.82 -5.16 -29.63
Br4 -2.77 -3.20 -29.49
H5 -1.13 -5.56 -28.50
H6 -2.49 -5.63 -27.51
H7 -3.88 -5.35 -29.49
H8 -2.40 -5.53 -30.56
Br5 -1.25 -2.55 -30.43
C5 0.46 -2.22 -29.49
C6 1.36 -3.53 -29.44
Br6 3.18 -3.34 -28.64
H9 0.20 -1.95 -28.47
H10 0.93 -1.34 -29.93
H11 1.50 -4.00 -30.41
H12 0.70 -4.21 -28.91
Br7 -4.28 -1.88 -25.79
C7 -2.80 -1.22 -24.66
C8 -3.31 -1.03 -23.20
Br8 -1.77 -0.60 -22.08
H13 -2.41 -0.27 -25.04
H14 -2.19 -2.12 -24.70
H15 -3.94 -1.85 -22.86
H16 -3.98 -0.19 -23.34
Br9 -6.05 -1.25 -29.74
C9 -5.78 -2.60 -28.23
C10 -4.36 -2.97 -28.37
Br10 -3.86 -4.30 -27.06
H17 -6.31 -3.52 -28.47
H18 -6.18 -2.19 -27.30
H19 -3.63 -2.16 -28.29
H20 -4.23 -3.36 -29.37
O1 -2.86 -5.38 -23.10
S1 -2.13 -4.08 -23.07
O2 -2.90 -2.89 -23.43
O3 -1.42 -3.85 -21.58
C11 -2.25 -3.97 -20.45
C12 -2.82 -2.54 -20.23
C13 -0.46 -4.09 -23.90
H21 -1.73 -4.42 -19.61
H22 -3.15 -4.55 -20.65
H23 -3.56 -2.34 -19.45
H24 -3.44 -2.20 -21.07
H25 -2.05 -1.78 -20.10
H26 -0.73 -4.12 -24.95
H27 0.08 -4.97 -23.57
H28 0.07 -3.17 -23.63
O4 1.05 -4.41 -24.63
S2 1.07 -2.96 -24.92
O5 0.10 -1.95 -24.42
O6 2.60 -2.40 -24.66
C14 3.18 -2.38 -23.37
C15 4.06 -3.60 -23.35
C16 1.22 -2.90 -26.79
H29 2.39 -2.50 -22.63
H30 3.72 -1.48 -23.07
H31 4.77 -3.64 -24.18
H32 3.46 -4.50 -23.29
H33 4.66 -3.63 -22.44
H34 2.29 -3.08 -26.89
H35 0.96 -1.93 -27.20
H36 0.52 -3.68 -27.08
C17 -1.54 -0.16 -28.61
C18 -1.26 1.10 -29.03
C19 -1.84 2.29 -28.48
O7 -1.51 3.45 -28.77
C20 -3.02 1.91 -27.68
C21 -3.32 0.62 -27.27
C22 -2.54 -0.56 -27.60
O8 -2.89 -1.67 -27.22
H37 -1.10 -0.94 -29.21
H38 -0.53 1.19 -29.82
H39 -3.68 2.76 -27.55
H40 -4.22 0.40 -26.72
C23 -0.78 -7.44 -26.86
C24 -1.28 -6.20 -26.53
C25 -1.02 -5.70 -25.15
O9 -1.69 -4.76 -24.61
C26 0.04 -6.30 -24.52
C27 0.55 -7.50 -24.91
C28 0.12 -8.27 -26.07
O10 0.36 -9.43 -26.15
H41 -1.13 -7.84 -27.80
H42 -1.98 -5.74 -27.22
H43 0.49 -5.81 -23.67
H44 1.41 -7.83 -24.34

=====

The lowest strongest force on any atom belongs to which entry?
C18H38Br10F3GaOPS

=====

Look up the strongest force on any atom of the fifth one.
1.12 eV/A

=====

The highest strongest force on any atom belongs to which entry?
C28H44Br10O10S2